{"formula": "C16H13FN4O", "method": "wB97M-V/def2-TZVPD", "homo_ha": -0.330, "total_charge": 0, "de_lowest_kj_mol": 0.0, "orbital_gap_ev": 8.77, "lumo_ha": -0.008, "symbols": ["N", "F", "C", "N", "N", "O", "C", "C", "C", "C", "C", "C", "C", "C", "C", "C", "C", "C", "N", "C", "C", "C", "H", "H", "H", "H", "H", "H", "H", "H", "H", "H", "H", "H", "H"], "xyz": [[-0.4092, -2.9779, 0.5833], [3.3737, -2.8931, 5.1374], [0.2342, -2.0613, 0.8856], [2.0037, 1.0367, 1.6263], [0.5547, 2.5233, -2.0579], [-2.9670, 1.1414, -3.8136], [2.5196, 0.2089, 2.4906], [3.4950, 0.4192, 3.5808], [3.7643, -0.6402, 4.4087], [3.1018, -1.9096, 4.2785], [1.1228, 0.3165, 0.8534], [2.1426, -2.0812, 3.2801], [0.9873, -0.9736, 1.3567], [1.0495, 1.9782, -0.9782], [-0.5856, 2.0992, -2.5547], [-0.7524, 0.4724, -0.8583], [0.4383, 0.9279, -0.3151], [-1.3028, 1.0216, -2.0107], [1.8932, -1.0162, 2.3917], [-3.7488, 0.7917, -1.6793], [-2.4769, -0.9573, -3.0956], [-2.5967, 0.4811, -2.6217], [-2.3351, 0.8675, -4.4949], [3.9981, 1.3664, 3.6824], [4.5046, -0.5265, 5.2082], [1.6063, -3.0328, 3.1725], [1.9859, 2.4259, -0.6379], [-0.8979, 2.5860, -3.4664], [-1.3074, -0.3320, -0.3741], [-4.6857, 0.4834, -2.1029], [-3.7225, 1.8759, -1.4984], [-3.6603, 0.2477, -0.7387], [-3.4264, -1.3032, -3.4773], [-2.1721, -1.5856, -2.2708], [-1.7285, -0.9806, -3.8895]], "mulliken_charge": [-0.582, -0.283, -0.131, -0.725, -0.632, -0.637, 0.662, -1.002, -0.162, 0.030, 0.658, -0.025, 0.462, -0.712, -0.597, -0.073, 0.076, 0.190, 0.051, -1.622, -1.382, 1.080, 0.412, 0.459, 0.395, 0.376, 0.448, 0.479, 0.462, 0.446, 0.409, 0.340, 0.383, 0.334, 0.411]}

{"formula": "C20H19NO4", "method": "wB97M-V/def2-TZVPD", "homo_ha": -0.294, "total_charge": 0, "de_lowest_kj_mol": 259.1, "orbital_gap_ev": 8.30, "lumo_ha": 0.012, "symbols": ["C", "H", "O", "C", "C", "C", "C", "C", "C", "O", "C", "C", "C", "H", "O", "C", "C", "C", "C", "C", "C", "C", "C", "N", "C", "H", "H", "H", "H", "H", "H", "H", "H", "H", "H", "H", "C", "O", "H", "H", "H", "H", "H", "H"], "xyz": [[-1.0924, 5.4431, 1.6467], [-0.9308, 6.2213, 0.8943], [-0.7341, 4.1714, 1.1643], [0.5680, 3.9467, 0.7890], [1.5513, 4.9226, 0.8623], [2.8563, 4.6751, 0.4568], [3.1889, 3.4381, -0.0370], [2.2233, 2.4328, -0.1218], [0.8989, 2.6638, 0.2995], [0.0662, 1.6087, 0.1784], [-1.2462, 1.5893, 0.7121], [-1.7706, 0.1654, 0.5624], [-1.8525, -0.2511, -0.9082], [-0.8482, -0.3931, -1.3112], [-2.6472, -1.4058, -1.0933], [-2.2168, -2.6574, -0.8040], [-3.1859, -3.6334, -0.9564], [-2.9194, -4.9844, -0.7422], [-1.6670, -5.3920, -0.3718], [-0.6477, -4.4402, -0.2009], [0.6626, -4.8108, 0.1739], [1.6252, -3.8539, 0.3276], [1.2627, -2.5130, 0.1167], [0.0662, -2.1314, -0.2290], [-0.9051, -3.0513, -0.4071], [1.9916, -1.7225, 0.2417], [2.6364, -4.1033, 0.6085], [0.8809, -5.8580, 0.3341], [-1.4416, -6.4358, -0.2109], [-3.7128, -5.7043, -0.8767], [-4.1711, -3.3144, -1.2591], [-2.3753, 0.5204, -1.4828], [-1.1049, -0.5218, 1.0850], [-2.7653, 0.1079, 1.0075], [-1.2319, 1.8705, 1.7702], [-1.8879, 2.2915, 0.1686], [2.6072, 1.1270, -0.6637], [3.7308, 0.8147, -0.9797], [1.7665, 0.4217, -0.7707], [4.1881, 3.2059, -0.3706], [3.5927, 5.4598, 0.5304], [1.3054, 5.9024, 1.2387], [-2.1561, 5.3756, 1.8703], [-0.5474, 5.6976, 2.5613]], "mulliken_charge": [-1.024, 0.377, -0.337, 1.297, -0.437, -0.855, -0.743, 0.002, -0.051, -0.146, -0.682, -0.593, -0.453, 0.211, -0.435, 0.170, -0.641, -0.504, -0.942, 0.999, -0.598, -0.885, -0.079, -0.135, 0.507, 0.344, 0.406, 0.390, 0.371, 0.380, 0.444, 0.342, 0.248, 0.405, 0.432, 0.385, 0.215, -0.585, 0.302, 0.460, 0.390, 0.406, 0.258, 0.383]}

{"formula": "C5H16N2", "method": "wB97M-V/def2-TZVPD", "homo_ha": -0.329, "total_charge": 0, "de_lowest_kj_mol": 315.9, "orbital_gap_ev": 9.71, "lumo_ha": 0.027, "symbols": ["C", "C", "C", "C", "H", "H", "H", "H", "H", "H", "H", "H", "H", "H", "C", "N", "N", "H", "H", "H", "H", "H", "H"], "xyz": [[1.4566, -0.1703, 0.2245], [2.0039, -0.4017, 1.6186], [0.9804, -1.4449, -0.4512], [2.3964, 0.6237, -0.6607], [0.4362, 0.4588, 0.4051], [2.3398, 0.5269, 2.0811], [0.1400, -1.8442, 0.1194], [0.5767, -1.2192, -1.4374], [3.2621, 0.0018, -0.9142], [1.8930, 0.9049, -1.5860], [2.8666, -1.0746, 1.5918], [1.2386, -0.8380, 2.2609], [1.7842, -2.1840, -0.5144], [2.8014, 1.5002, -0.1539], [-3.5040, 0.7639, -0.7926], [-2.0834, 0.6194, -0.9609], [-1.3042, 0.4944, 0.7408], [-1.8856, -0.3026, -1.3520], [-1.9346, -0.2627, 1.0077], [-1.7174, 1.3888, 0.9890], [-3.7499, 1.7807, -0.4762], [-3.9272, 0.0801, -0.0239], [-4.0696, 0.5986, -1.7153]], "mulliken_charge": [1.562, -1.552, -1.476, -1.512, -0.056, 0.374, 0.296, 0.275, 0.348, 0.346, 0.376, 0.318, 0.430, 0.374, -0.733, -0.354, -0.664, 0.248, 0.276, 0.239, 0.267, 0.288, 0.331]}

{"formula": "C16H32Cl16", "method": "wB97M-V/def2-TZVPD", "homo_ha": -0.386, "total_charge": 0, "de_lowest_kj_mol": 38.1, "orbital_gap_ev": 10.67, "lumo_ha": 0.006, "symbols": ["Cl", "C", "C", "Cl", "H", "H", "H", "H", "Cl", "C", "C", "Cl", "H", "H", "H", "H", "Cl", "C", "C", "Cl", "H", "H", "H", "H", "Cl", "C", "C", "Cl", "H", "H", "H", "H", "Cl", "C", "C", "Cl", "H", "H", "H", "H", "Cl", "C", "C", "Cl", "H", "H", "H", "H", "Cl", "C", "C", "Cl", "H", "H", "H", "H", "Cl", "C", "C", "Cl", "H", "H", "H", "H"], "xyz": [[-3.5698, -4.3260, -3.3835], [-2.3586, -3.1209, -3.9162], [-2.2773, -1.9611, -2.9478], [-3.7284, -0.9173, -3.0684], [-2.6799, -2.7721, -4.8926], [-1.4041, -3.6374, -3.9622], [-1.4162, -1.3320, -3.1548], [-2.2417, -2.3226, -1.9258], [4.3936, 3.4959, 0.7050], [2.7591, 4.0995, 0.3349], [1.8937, 4.2320, 1.5602], [2.5760, 5.3399, 2.7774], [2.2995, 3.3871, -0.3502], [2.8743, 5.0583, -0.1648], [1.7364, 3.2659, 2.0355], [0.9264, 4.6433, 1.2773], [1.6538, 3.2070, -6.8045], [1.8824, 3.0145, -5.0434], [1.4621, 1.6627, -4.5417], [2.3807, 0.3346, -5.2853], [1.2756, 3.7696, -4.5490], [2.9392, 3.1701, -4.8463], [0.4004, 1.4866, -4.6916], [1.6821, 1.6332, -3.4745], [-0.6031, -1.5610, 0.0804], [-0.3170, -0.1183, 1.1067], [0.7512, 0.7717, 0.5119], [0.2437, 1.3882, -1.0762], [-0.0795, -0.4811, 2.1024], [-1.2612, 0.4210, 1.1609], [1.6999, 0.2570, 0.3914], [0.8955, 1.6483, 1.1418], [6.9859, 1.5345, -1.9868], [6.2972, -0.0675, -1.5703], [5.1107, 0.0718, -0.6676], [3.6748, 0.6703, -1.5128], [7.0884, -0.6157, -1.0644], [6.0511, -0.5511, -2.5105], [5.3198, 0.7520, 0.1579], [4.8511, -0.8744, -0.1909], [-1.3429, 3.3650, 1.8772], [-2.1161, 4.8568, 2.4496], [-3.5911, 4.6204, 2.6014], [-4.3275, 5.9977, 3.4232], [-1.9115, 5.6531, 1.7392], [-1.6680, 5.1363, 3.4011], [-3.7735, 3.7130, 3.1696], [-4.0546, 4.5099, 1.6226], [-1.7710, -5.3548, 5.5014], [-2.9558, -4.0104, 5.5035], [-2.9589, -3.2348, 4.2156], [-1.3918, -2.4229, 3.8939], [-2.7586, -3.3918, 6.3715], [-3.9194, -4.5055, 5.6153], [-3.6869, -2.4289, 4.3210], [-3.1961, -3.8270, 3.3394], [-0.5636, -5.8032, 2.0005], [-1.4503, -4.8871, 0.7592], [-2.4388, -5.7326, 0.0074], [-1.6092, -6.9937, -0.9535], [-0.6923, -4.4862, 0.0841], [-1.8619, -4.0063, 1.2503], [-3.0589, -5.1314, -0.6523], [-3.0689, -6.2920, 0.6967]], "mulliken_charge": [-0.192, -0.441, 0.079, -0.200, 0.379, 0.302, 0.229, -0.138, -0.187, 0.052, -0.152, -0.199, -0.162, 0.398, 0.148, 0.121, -0.193, -0.410, 0.329, -0.190, 0.304, 0.318, 0.345, -0.505, -0.170, -0.509, 0.437, -0.148, 0.348, 0.196, 0.310, -0.524, -0.186, -0.496, -0.564, 0.010, 0.338, 0.310, 0.247, 0.345, -0.114, -0.576, -0.421, -0.191, 0.356, 0.349, 0.303, 0.309, -0.162, -0.482, -0.373, -0.171, 0.321, 0.307, 0.348, 0.216, -0.159, -0.221, -0.290, -0.191, 0.278, 0.061, 0.197, 0.326]}

{"formula": "C37H53N8O6PPbS", "method": "wB97M-V/def2-TZVPD", "homo_ha": -0.478, "total_charge": 2, "de_lowest_kj_mol": 49.4, "orbital_gap_ev": 5.47, "lumo_ha": -0.277, "symbols": ["Pb", "C", "C", "C", "C", "C", "C", "N", "N", "C", "C", "C", "C", "C", "N", "H", "H", "H", "H", "H", "H", "H", "H", "H", "O", "C", "C", "O", "C", "C", "O", "C", "O", "O", "O", "P", "N", "C", "C", "C", "C", "N", "C", "C", "C", "C", "N", "C", "C", "C", "C", "H", "H", "H", "H", "H", "H", "H", "H", "H", "H", "H", "H", "H", "H", "H", "H", "H", "H", "H", "H", "H", "H", "H", "H", "C", "C", "C", "C", "N", "C", "S", "N", "C", "C", "C", "C", "H", "H", "H", "H", "H", "H", "H", "H", "H", "H", "H", "H", "H", "H", "H", "H", "H", "H", "H", "H"], "xyz": [[-0.1731, -1.0020, 1.2764], [1.5815, -1.1811, 6.8570], [1.4044, -2.5581, 6.7042], [0.8037, -3.1212, 5.5706], [0.3131, -2.2837, 4.6101], [0.4439, -0.8312, 4.6936], [1.0953, -0.3376, 5.8934], [-0.1718, -2.7279, 3.3641], [-0.4777, -3.9181, 3.2672], [-0.6768, -4.3300, 1.9203], [-1.0824, -5.6338, 1.7329], [-1.1122, -6.1297, 0.4314], [-0.7221, -5.3035, -0.6012], [-0.3518, -3.9879, -0.3183], [-0.3331, -3.5058, 0.9164], [2.0884, -0.7951, 7.7294], [1.7720, -3.2214, 7.4782], [0.7562, -4.1923, 5.4344], [-0.4752, -0.2879, 4.4550], [1.1946, 0.7357, 5.9884], [-1.3360, -6.2401, 2.5910], [-1.4097, -7.1522, 0.2431], [-0.6911, -5.6552, -1.6227], [-0.0620, -3.3066, -1.1072], [1.8258, 2.4262, -3.9191], [2.0049, 1.9405, -2.8472], [2.1495, 2.6727, -1.5053], [2.4119, 3.8358, -1.3007], [1.9078, 1.6581, -0.5092], [1.7174, 0.3770, -0.9853], [1.3889, -0.6916, -0.4023], [1.9644, 0.4431, -2.4881], [2.1157, -0.4903, -3.2161], [1.7596, 2.0102, 0.8288], [-1.5568, -0.9492, -0.7535], [-2.3972, -1.3457, -1.9398], [-1.6626, -2.4795, -2.8786], [-2.3085, -3.6653, -3.4674], [-1.3069, -4.1363, -4.5261], [0.0409, -3.6193, -4.0216], [-0.3237, -2.2575, -3.4427], [-2.6829, -0.0053, -2.8499], [-1.9847, 1.2745, -2.6060], [-1.4361, 1.6510, -3.9748], [-2.5604, 1.2004, -4.9024], [-3.0188, -0.1254, -4.2862], [-3.8204, -2.0213, -1.4876], [-3.9839, -2.7425, -0.2191], [-5.4709, -2.5914, 0.0834], [-6.0990, -2.6081, -1.3084], [-5.1172, -1.7914, -2.1482], [-3.2748, -3.4273, -3.9143], [-2.4848, -4.4278, -2.7022], [-1.5378, -3.6725, -5.4865], [-1.3353, -5.2155, -4.6665], [0.7917, -3.5442, -4.8051], [0.4417, -4.2752, -3.2428], [-0.3438, -1.5011, -4.2374], [0.3689, -1.9071, -2.6748], [-1.2242, 1.1538, -1.8360], [-2.7005, 2.0245, -2.2580], [-0.5214, 1.0879, -4.1817], [-1.2043, 2.7116, -4.0582], [-2.2501, 1.0818, -5.9386], [-3.3762, 1.9246, -4.8768], [-2.4768, -0.9682, -4.7288], [-4.0858, -0.2937, -4.4330], [-3.3447, -2.3106, 0.5533], [-3.7213, -3.8035, -0.3309], [-5.6559, -1.6310, 0.5683], [-5.8452, -3.3816, 0.7323], [-7.1006, -2.1841, -1.3322], [-6.1575, -3.6315, -1.6836], [-5.3694, -0.7279, -2.1296], [-5.1041, -2.1201, -3.1891], [7.8536, 4.5591, 1.4605], [6.6913, 5.0789, 2.3014], [5.4884, 4.1307, 2.3482], [4.8652, 3.9637, 0.9670], [3.8736, 2.8768, 0.8397], [2.6407, 2.8900, 1.3064], [1.7459, -0.4474, 3.3745], [2.2186, 3.6634, 2.2787], [0.8005, 3.8482, 2.6311], [0.0971, 4.9062, 1.7750], [-1.3944, 4.6110, 1.6160], [-1.6741, 3.4314, 0.6913], [8.7529, 5.1423, 1.6511], [7.6573, 4.6237, 0.3896], [8.0808, 3.5180, 1.7021], [6.3668, 6.0548, 1.9303], [7.0284, 5.2404, 3.3260], [4.7764, 4.5432, 3.0689], [5.8019, 3.1530, 2.7237], [5.6537, 3.6970, 0.2675], [4.4089, 4.8905, 0.6084], [4.0249, 2.2126, 0.0941], [2.8933, 4.3027, 2.6661], [0.7880, 4.1188, 3.6857], [0.3127, 2.8807, 2.5400], [0.5675, 4.9405, 0.7904], [0.2352, 5.8886, 2.2298], [-1.8833, 5.4996, 1.2151], [-1.8444, 4.4351, 2.5982], [-1.2507, 3.6132, -0.2996], [-2.7459, 3.2759, 0.5718], [-1.2534, 2.4938, 1.0689]], "mulliken_charge": [1.347, -0.665, -0.453, -0.375, -0.209, 0.462, -0.662, 0.964, -1.002, 0.026, -0.259, -0.811, -0.517, -0.269, -0.069, 0.440, 0.425, 0.503, 0.352, 0.472, 0.558, 0.472, 0.501, 0.484, -0.497, -0.252, 1.591, -0.626, -0.172, 0.061, -0.871, 0.800, -0.584, -0.198, -0.106, -1.474, 1.105, -0.288, -0.928, -0.753, -0.149, 0.351, 0.390, -0.442, -0.909, -0.199, 0.448, 0.115, -0.704, -0.804, -0.555, 0.204, 0.337, 0.354, 0.440, 0.397, 0.253, 0.449, -0.451, -0.581, 0.170, 0.098, 0.430, 0.392, 0.343, 0.084, 0.310, -0.120, 0.056, 0.297, 0.396, 0.406, 0.319, 0.337, 0.306, -1.194, -0.676, -0.278, -0.953, 0.201, 0.036, -0.225, 0.178, -0.628, -0.340, -1.052, -0.631, 0.381, 0.324, 0.299, 0.334, 0.359, 0.301, 0.285, 0.465, 0.320, 0.344, 0.156, 0.548, -0.078, 0.251, 0.450, 0.400, 0.338, 0.248, 0.558, -0.012]}